No. 1
Computed, not measured: a structure of composition C4H8N3O at a distorted geometry, with the ωB97M-V functional and the def2-TZVPD basis.

Calculated total energy = -10782.1846 eV
Net charge = +1
M = 114.1 g/mol
Kohn-Sham gap (alpha / beta) = 7.5510 / 7.6820 eV
LUMO level (alpha / beta) = -4.99 / -4.89 eV
Energy above the lowest of the compared OMol25 structures with the same formula, charge and spin = 8.116 eV

Each line ends with the Löwdin charge.
Geometry (Å):
C1 -0.8365 0.5599 0.8197  -0.29
C2 0.1827 -1.3895 -0.1272  -0.13
C3 1.3330 -0.4944 -0.1262  -0.17
C4 -0.0377 1.4119 0.2390  -0.02
N1 -0.9060 -0.7387 0.6727  -0.03
N2 -3.0753 0.1198 -0.0027  0.24
N3 1.0333 0.8126 -0.6474  0.07
O1 -2.6505 -0.9238 0.2114  0.09
H1 -1.6106 0.9900 1.4634  0.14
H2 -0.0690 -1.4777 -1.1564  0.12
H3 0.1544 -2.3804 0.3198  0.14
H4 1.7658 -0.1616 0.9425  0.20
H5 2.2156 -0.8800 -0.6603  0.15
H6 0.0677 2.5338 0.4427  0.16
H7 1.8764 1.3181 -0.8771  0.19
H8 0.5566 0.7002 -1.5141  0.16

---

No. 2
Computed, not measured: a structure of composition C4H8N3O2 at a distorted geometry, with the ωB97M-V functional and the def2-TZVPD basis.

Calculated total energy = -12828.6581 eV
Net charge = +1
M = 130.1 g/mol
Kohn-Sham gap (alpha / beta) = 8.9659 / 4.5416 eV
LUMO level (alpha / beta) = -4.64 / -7.23 eV
Energy above the lowest of the compared OMol25 structures with the same formula, charge and spin = 8.613 eV

Each line ends with the Löwdin charge.
Geometry (Å):
C1 -0.1400 2.1885 -0.0847  0.04
C2 -0.0383 -0.9520 1.1535  -0.33
C3 -0.8290 3.1441 0.6464  -0.02
C4 0.7116 -0.4332 -2.1660  -0.06
N1 0.1814 1.1904 -0.6453  0.04
N2 0.8415 0.2146 -0.9311  0.01
N3 -0.0063 -3.5289 1.6276  0.20
O1 -0.7955 -0.1020 1.3765  0.22
O2 0.5984 -1.9582 1.1584  0.11
H1 -0.1561 3.9855 0.9414  0.13
H2 -1.7580 3.5510 0.2289  0.12
H3 -1.1524 2.5987 1.5720  0.13
H4 0.8050 0.2792 -2.9337  0.09
H5 1.5528 -1.0254 -2.2015  0.06
H6 -0.1034 -1.2115 -2.3008  0.13
H7 0.7967 -4.1289 1.7673  0.07
H8 -0.5084 -3.8119 0.7910  0.06